A structure of composition C76H186BF10N9O13PSr at a distorted geometry, computed with ωB97M-V/def2-TZVPD.

The geometry in XYZ format:
```
297
Properties=species:S:1:pos:R:3:forces:R:3:mulliken_charge:R:1
Sr -0.41730 0.20237 -0.79848 0.4178 0.9317 0.9016 -0.10
C -1.65682 -9.63072 -0.28979 -0.1926 0.3549 1.0574 -1.26
C -2.06216 -8.47300 0.69291 1.4390 0.1640 -1.1294 -0.38
N -1.00113 -7.29003 0.71523 0.0387 3.0789 -0.0131 0.42
C 0.43480 -7.73358 0.90772 -0.8242 -0.2500 -0.1881 -1.19
C -0.99489 -6.39090 -0.63636 0.4309 -0.0095 0.1562 -1.00
C -0.10346 -5.08593 -0.65023 -0.5383 -0.3359 0.6256 0.36
C -1.35889 -6.39756 1.98976 -0.6353 -0.5739 -0.3700 -0.76
C -2.82996 -5.88139 2.09440 -0.5454 -0.7213 -0.0227 0.22
O -3.36074 -5.41851 0.88882 -0.9584 0.7093 -1.2993 -0.01
C -4.63476 -4.67840 0.88444 0.3886 0.9546 1.0010 -0.51
H -2.23406 -10.50548 0.00971 -0.5816 0.1741 -0.3817 0.43
H -0.66144 -10.04366 -0.12610 0.2910 0.5710 0.1847 0.36
H -1.75592 -9.41973 -1.35457 -0.3110 0.0954 0.2041 0.32
H -2.15744 -8.83454 1.71678 0.4621 -0.0135 0.0102 0.44
H -2.99942 -7.95640 0.48603 0.0699 -0.2169 -0.4699 0.30
H 0.77847 -8.13512 -0.04557 -0.1634 -0.7137 0.3630 0.44
H 0.37816 -8.41209 1.75890 0.6203 -0.2899 -0.3452 0.45
H 1.14088 -6.92456 1.09495 -0.6221 0.3150 0.3858 0.32
H -2.01515 -6.14595 -0.93161 -0.0258 0.0097 0.6990 0.30
H -0.63847 -7.04033 -1.43593 0.1899 -0.4138 0.3596 0.75
H -0.56324 -4.23689 -0.14442 -0.1583 -0.1921 0.2594 0.07
H 0.06656 -4.70620 -1.65770 -0.4108 -0.4467 -0.3695 -0.34
H 0.91312 -5.16802 -0.26563 -0.0871 -0.4422 0.3076 0.14
H -0.66290 -5.59788 2.24313 0.3309 0.1068 -1.2374 0.28
H -1.17110 -7.08448 2.81497 -0.3867 -0.2082 0.0435 0.54
H -2.88966 -5.09908 2.85106 0.3793 0.1348 0.2750 -0.53
H -3.46359 -6.69596 2.44526 -0.0185 -0.2132 0.2655 0.46
H -4.80408 -4.15119 -0.05443 0.5690 -0.6379 -0.2651 0.19
H -4.62008 -3.84607 1.58810 0.7665 0.0742 0.2767 -0.09
H -5.58339 -5.12297 1.18539 0.4133 -1.4364 -0.2599 0.38
C -2.20133 -2.04047 -7.29621 0.6751 -0.3546 0.3632 -1.71
C -1.69148 -2.44367 -5.88112 -0.9239 0.4842 0.1313 0.10
N -2.55409 -3.51790 -5.15409 -0.1737 -0.3859 0.6415 0.55
C -2.01081 -3.80343 -3.74135 -0.4242 1.2646 -0.9596 0.93
C -4.05056 -3.00094 -4.95134 -0.3180 0.4104 0.5659 -0.89
C -4.31988 -1.51641 -4.51470 1.8284 -0.9360 0.2725 -0.75
C -2.70555 -4.84204 -5.90250 1.8587 1.4641 -0.6200 -0.66
C -1.39950 -5.66357 -6.03852 0.4405 -0.4429 -0.1414 -0.78
O -0.26157 -4.98365 -6.53701 0.3249 1.4238 0.3322 0.02
C 0.73672 -5.70303 -7.28019 -1.5880 -1.0052 -0.7336 -1.07
H -1.67583 -2.53881 -8.11083 -0.1520 -0.7098 0.2425 0.41
H -1.90320 -1.01579 -7.51812 -0.4039 0.3211 0.4864 0.28
H -3.27450 -2.17348 -7.43291 0.0661 0.2314 0.0172 0.42
H -1.77542 -1.62337 -5.16826 -0.2622 0.2314 -0.2690 -0.02
H -0.61851 -2.63542 -5.88910 -0.3922 -0.9350 0.0436 0.07
H -0.96034 -4.08674 -3.67538 -0.0823 -0.1911 -0.7813 -0.70
H -2.65484 -4.57950 -3.32779 0.0605 0.3269 0.2533 0.59
H -2.05442 -2.81792 -3.27769 -0.3700 -0.4904 0.6294 -1.03
H -4.46102 -3.66642 -4.19190 0.2354 -0.0328 0.1138 0.65
H -4.64268 -3.23549 -5.83592 0.5213 0.0555 -0.3234 0.56
H -3.74237 -1.26280 -3.62574 0.4103 -0.1587 0.0558 -0.10
H -5.32370 -1.35025 -4.12379 -0.2689 -0.2826 -0.8512 0.61
H -3.96684 -0.83744 -5.29088 -0.6591 0.1492 -0.0607 0.26
H -2.99216 -4.44377 -6.87582 -0.3622 -0.8586 -0.2137 0.51
H -3.46395 -5.44992 -5.40914 -0.0390 0.1501 -0.1861 0.49
H -1.68789 -6.47880 -6.70210 0.0297 -0.2582 -0.0615 0.61
H -1.04249 -6.09133 -5.10169 -0.6603 -0.2865 0.4096 0.27
H 1.70795 -5.21120 -7.33433 -0.4407 0.4708 0.1796 0.25
H 0.28024 -5.84115 -8.26032 0.6053 0.1537 -0.4417 0.38
H 0.89818 -6.73064 -6.95454 -0.0208 -0.0456 0.6464 0.41
C -6.16951 5.90996 -3.27710 -0.3576 0.7319 0.5270 -1.27
C -6.14102 4.96422 -2.06634 1.3412 -0.3410 -0.5834 -0.43
N -4.74282 4.21709 -1.87909 -0.9950 -1.8554 0.7336 0.60
C -4.96833 3.24380 -0.68567 0.2772 0.9586 0.1777 -1.28
C -4.37898 3.22477 -3.07149 -0.7543 -0.0689 -0.1250 -0.33
C -5.45897 2.09383 -3.49934 0.1455 1.8878 0.6086 -1.25
C -3.60543 5.25825 -1.57054 -1.4212 0.3382 -0.5701 -0.52
C -3.45051 5.75324 -0.12636 -1.1945 0.2378 1.0779 -0.34
O -4.65681 6.33686 0.43621 -0.1402 -0.0613 0.3376 -0.37
C -4.45964 7.04248 1.70961 0.4071 -0.4389 -1.0459 -0.46
H -5.60736 6.82415 -3.08647 0.2207 -0.1013 0.0059 0.39
H -7.17904 6.29858 -3.41094 -0.2553 -0.2011 0.3130 0.44
H -5.92670 5.57178 -4.28447 0.3135 -0.6815 0.3248 0.29
H -6.91866 4.20159 -2.10866 0.2968 -0.1917 -0.1821 0.54
H -6.23440 5.44820 -1.09416 -0.1208 0.4483 -0.3232 0.39
H -4.01041 2.83462 -0.36463 -0.0247 -0.2120 -0.4515 0.20
H -5.71153 2.47960 -0.91317 0.3887 0.0548 -0.4622 0.57
H -5.37830 3.75949 0.18272 0.0644 0.5398 -0.2480 0.48
H -3.44238 2.77079 -2.74781 -0.0674 -0.0857 0.1090 -0.04
H -4.15627 3.84766 -3.93780 -0.1517 0.1204 0.0813 0.64
H -5.64038 1.33733 -2.73586 0.3854 -0.0298 -0.2119 0.15
H -5.24837 1.67317 -4.48260 0.8668 -0.1924 0.2662 0.37
H -6.42631 2.53193 -3.74517 -0.1167 0.4237 0.4339 0.45
H -3.89419 6.10963 -2.18688 -0.0392 0.0461 0.0852 0.60
H -2.64573 4.94685 -1.98299 -0.1333 -0.6481 0.3886 -0.18
H -2.71117 6.55414 -0.13102 0.4479 -0.1435 -0.2407 0.85
H -3.15633 4.97159 0.57404 0.4490 -0.2449 -0.1863 -0.09
H -5.37370 7.47770 2.11357 -0.2277 0.0566 -0.9076 0.39
H -3.71123 7.81215 1.52101 -0.0338 0.2083 0.2728 0.36
H -4.14088 6.39982 2.53027 0.4294 -0.5804 -0.2264 -0.12
C 0.62837 5.65528 6.85450 -1.9286 -0.2466 -0.7506 -1.14
C -0.78059 4.87803 6.75354 1.4158 0.3033 0.6976 -0.66
N -1.89622 5.49237 5.92837 -0.6838 -0.9966 -0.9434 0.22
C -3.00005 4.39883 5.77195 0.4834 0.5523 0.5365 -1.03
C -2.48975 6.69641 6.63822 -0.4580 0.5025 0.2871 -0.28
C -3.10854 6.40437 7.98892 0.0202 -0.6022 0.4073 -1.19
C -1.46745 5.98300 4.49705 0.9214 1.3233 2.6855 -1.75
C -0.82293 4.96302 3.68744 -0.6525 -0.1869 -2.3751 1.69
O -1.85452 4.11624 3.23386 -0.1689 -0.4479 -0.1945 -0.19
C -1.40963 2.97637 2.50377 0.7895 0.0792 1.2065 -0.19
H 1.33051 5.13828 7.50857 -0.4130 -0.0468 0.0780 0.55
H 0.54381 6.69038 7.18544 -0.1840 -0.1090 0.1749 0.38
H 1.05508 5.67007 5.85161 0.1800 -0.0238 0.1001 0.13
H -1.25061 4.66545 7.71375 0.2052 0.5710 0.1818 0.66
H -0.55951 3.85801 6.43926 -0.1386 0.1071 -0.8452 0.27
H -2.59449 3.48259 5.34288 0.0739 0.6149 -0.5311 0.23
H -3.79230 4.88470 5.20241 0.0691 -0.4489 -0.1451 0.44
H -3.38679 4.06944 6.73634 0.1490 0.6310 0.1771 0.46
H -3.25691 7.10756 5.98206 0.1226 -0.0809 -0.2098 0.42
H -1.70112 7.44237 6.73673 0.0726 -0.0920 -0.1261 0.45
H -3.89051 5.64657 7.94044 0.0908 -0.0532 -0.0661 0.30
H -3.62082 7.25262 8.44295 0.3360 0.3350 -0.3498 0.44
H -2.34661 6.07522 8.69548 -0.1483 0.0768 0.1567 0.33
H -0.70462 6.72888 4.72029 0.0596 0.1725 0.1460 0.58
H -2.24395 6.56713 4.00317 -0.4727 -0.6773 0.2335 0.41
H 0.10630 4.56320 4.09337 -0.3403 -0.6719 0.4612 -0.96
H -0.50465 5.44991 2.76562 0.5461 0.5921 -0.0592 0.31
H -0.46314 3.15862 1.99480 -0.2005 0.3097 -0.6869 0.00
H -2.19266 2.61398 1.83771 0.1845 -0.0040 0.1939 0.31
H -1.10052 2.30030 3.30094 -0.3763 -1.0084 -0.3831 -0.16
C -1.05979 2.54258 -6.96606 -0.2773 1.1542 0.9530 -1.77
C -0.04394 1.97244 -5.97958 0.9843 -0.9343 -0.9467 0.29
N 1.40860 2.34610 -6.24091 0.3717 1.9954 0.0969 0.30
C 1.56026 3.85787 -5.84880 -0.1960 -0.6289 -0.6259 -0.97
C 2.38543 1.58519 -5.25237 0.1668 0.7726 -1.3694 1.44
C 3.86038 1.76464 -5.64889 -0.0930 -0.8323 0.5722 -1.69
C 1.71314 2.23051 -7.78946 1.8177 -0.6287 1.0074 -0.89
C 1.51250 0.82752 -8.37512 -0.6087 0.4090 0.2309 -0.45
O 2.41180 -0.09470 -7.75081 -0.4363 0.0925 -0.5766 -0.25
C 1.98463 -1.42340 -8.01678 -1.2721 -0.6918 0.4923 -0.51
H -1.14216 3.62832 -6.91621 0.3677 0.2138 0.0840 0.39
H -2.03179 2.26707 -6.55691 -0.1191 -0.5013 -0.4456 0.49
H -0.95597 2.33425 -8.03092 0.0044 -0.5826 0.3100 0.34
H -0.00227 0.89163 -6.11454 -0.3385 -0.0835 0.3314 -0.03
H -0.23331 2.19148 -4.92874 -0.2233 0.0545 -0.1474 0.22
H 2.58393 4.21393 -5.96469 -0.0087 -0.4127 0.0102 0.43
H 1.21779 3.99618 -4.82329 0.1198 -0.2836 -0.0176 0.29
H 0.94513 4.49242 -6.48682 -0.0768 -0.3410 -0.1200 0.49
H 2.10040 0.53384 -5.21339 -0.0051 0.2326 -0.2932 -0.76
H 2.24509 2.01889 -4.26227 -0.4916 0.1296 -0.1097 0.26
H 4.14427 1.13325 -6.49082 -0.1232 0.3679 -0.1550 0.43
H 4.41643 1.35253 -4.80682 0.0920 -0.1746 0.1964 0.32
H 4.25845 2.77685 -5.72001 -0.4341 0.0626 -0.3414 0.38
H 2.78683 2.39095 -7.88730 0.0772 0.3085 0.2869 0.58
H 1.26460 3.08970 -8.28817 -0.4805 -0.4886 0.0209 0.53
H 1.62916 0.79002 -9.45822 0.5070 0.5339 -0.1335 0.68
H 0.45348 0.58571 -8.28521 -0.1577 -0.7061 0.5659 0.07
H 1.58179 -1.63048 -9.00821 0.4719 0.5323 -0.4551 0.45
H 1.12462 -1.61750 -7.37584 -0.2956 -0.0978 0.3452 -0.07
H 2.68095 -2.23076 -7.79005 0.6756 0.7052 0.0209 0.29
C 2.13476 -5.92178 -4.04969 -0.6641 0.7459 -0.5079 -1.09
C 3.15093 -5.63092 -2.94741 0.6626 -0.9158 -0.7891 -0.47
N 4.12003 -4.47615 -3.26243 -1.3990 1.6707 0.3461 0.85
C 3.24731 -3.20604 -3.52169 1.4794 -0.1032 -0.0969 -1.99
C 4.96403 -4.27477 -1.97620 -1.2721 0.3790 -0.2896 -0.35
C 4.22149 -3.54251 -0.81991 0.4436 -0.1425 -0.3775 -1.23
C 5.07353 -4.63337 -4.50639 -1.7576 -0.0073 1.4834 -0.47
C 5.89400 -5.86532 -4.39735 0.9947 -0.3564 -1.4035 -0.81
O 6.74676 -5.89461 -3.31407 1.1876 -0.6165 1.0793 -0.31
C 7.92182 -6.75576 -3.45307 0.6538 -0.3246 1.1218 -0.87
H 1.45487 -6.77365 -4.06244 0.5898 -0.6534 1.2263 0.66
H 2.55105 -6.04916 -5.04898 0.3599 0.5303 0.0368 0.25
H 1.39044 -5.12560 -4.03658 0.1538 0.4205 -0.5074 -0.04
H 3.80116 -6.48737 -2.76907 -0.0702 -0.0363 0.0890 0.62
H 2.66874 -5.36077 -2.00794 0.0673 0.0458 -0.1341 0.07
H 2.66390 -2.87543 -2.66237 -0.1102 -0.6372 -0.0085 0.31
H 2.64179 -3.30303 -4.42282 0.0422 -0.3400 0.2123 0.80
H 3.96311 -2.40494 -3.70600 0.0669 0.0228 -0.0673 0.57
H 5.82982 -3.70904 -2.32041 0.0143 -0.0758 0.3552 0.47
H 5.28056 -5.28069 -1.70048 0.0846 0.2955 0.0353 0.50
H 4.78666 -3.82526 0.06820 0.0325 0.4390 0.1162 0.56
H 3.17771 -3.75113 -0.58513 -0.0388 -0.7250 -0.3718 0.12
H 4.18222 -2.46258 -0.96240 0.5387 -0.0263 0.0798 0.04
H 5.68301 -3.73559 -4.60945 -0.1867 0.0865 0.4090 0.42
H 4.36060 -4.68110 -5.32953 0.3738 -0.1744 -0.2410 0.33
H 6.55402 -5.75861 -5.25820 -0.3011 -0.6077 -0.7798 0.54
H 5.26383 -6.75154 -4.47215 0.0778 -0.2936 -0.1594 0.37
H 7.77765 -7.83537 -3.49486 -1.0722 0.0253 -0.7252 0.35
H 8.47857 -6.74868 -2.51602 -0.2908 0.8165 0.2650 0.31
H 8.67282 -6.47490 -4.19147 -0.6218 0.4495 -0.4819 0.35
C 2.69827 0.16030 7.85250 -0.0620 0.2014 0.6784 -1.33
C 2.39942 0.66994 6.48580 0.2484 0.2529 -0.7424 -0.11
N 3.29884 1.81689 5.94161 1.3255 0.7993 0.0372 0.39
C 4.84116 1.47685 5.97815 -2.2194 -1.2858 0.1289 -1.06
C 3.02197 1.98671 4.40444 -2.1413 0.0864 1.5309 -0.67
C 1.46267 2.07281 4.11160 1.3557 0.8104 -0.4228 0.44
C 3.14676 3.08144 6.91595 -0.7323 -0.6066 -1.0748 -0.53
C 3.84839 4.36998 6.50556 0.9844 -0.1775 0.2458 -1.15
O 3.37661 4.92396 5.33695 -0.9629 -0.7091 -0.9865 0.08
C 3.93793 6.17789 4.96603 -0.5567 -0.5008 -0.4979 -0.46
H 2.17103 0.69976 8.63933 0.3053 0.2968 0.0091 0.37
H 3.77068 0.15348 8.04744 -0.2297 -0.5433 0.3081 0.23
H 2.23378 -0.82559 7.87154 0.5525 -0.2557 0.2434 0.43
H 1.34481 0.94465 6.46503 0.2016 0.7195 -0.3207 0.17
H 2.45677 -0.17866 5.80412 0.5031 0.2914 -0.4662 0.23
H 5.06777 1.26365 7.02280 0.4765 0.2420 -0.3306 0.44
H 5.46906 2.22271 5.49077 -0.4267 0.1700 0.3246 0.35
H 4.83884 0.56017 5.38841 0.6333 -0.0952 0.2104 0.46
H 3.30816 1.05419 3.91803 0.3492 -0.0723 0.3403 0.40
H 3.69903 2.77609 4.07796 -0.6217 0.2498 -0.0510 0.17
H 0.83864 2.78631 4.64975 0.5475 -0.1058 0.8666 -0.71
H 1.02057 1.07768 4.16024 0.0166 0.2160 -0.2332 -0.07
H 1.34563 2.48552 3.10956 0.1857 -0.6273 -0.3608 0.22
H 3.52723 2.75992 7.88546 0.1818 -0.1551 -0.1737 0.38
H 2.07135 3.20410 7.04468 -0.0005 0.1192 -0.2395 0.32
H 4.91780 4.19544 6.38721 0.3546 -0.2460 0.2004 0.64
H 3.79603 5.12185 7.29298 -0.2735 -0.2413 0.6474 0.58
H 3.55921 6.95783 5.62662 0.2964 0.1910 -0.0209 0.33
H 3.53952 6.27294 3.95591 0.2144 0.6546 0.1848 -0.13
H 5.02560 6.14167 4.90489 0.0860 0.1019 0.2907 0.32
C 4.27606 0.30815 -0.60552 -0.6297 0.2386 0.0883 -1.44
C 4.80227 1.55772 0.08298 -0.7742 1.3557 -0.2687 -0.45
N 5.40327 2.69573 -0.83989 0.8899 -0.7877 1.6110 0.50
C 6.63201 2.06615 -1.49883 0.2876 0.2321 0.7927 -1.20
C 4.31284 3.16767 -1.84769 0.8680 1.0967 0.8926 0.96
C 4.90963 4.26797 -2.78958 -0.3910 -1.0078 0.0431 -1.37
C 5.98123 3.84616 0.09983 -0.6555 1.2682 -1.0757 -1.16
C 5.07088 4.45274 1.15921 -1.3790 -0.0500 -0.2620 -0.13
O 3.88735 5.02336 0.58840 -1.1402 0.0221 0.1095 -0.33
C 2.85599 5.41627 1.56387 0.8531 -0.3288 -0.7569 -0.18
H 3.24105 0.46420 -0.90969 0.0703 0.2743 -0.5490 0.16
H 4.10952 -0.44240 0.16716 0.5869 -0.2176 0.0139 0.47
H 4.86544 -0.07260 -1.43964 0.0917 -0.0923 0.2491 0.34
H 5.46792 1.33727 0.91749 0.5904 0.1839 -0.4822 0.91
H 3.93320 2.03764 0.53298 -0.0793 0.1236 0.0347 0.06
H 6.40214 1.40198 -2.33198 -0.2596 0.3213 0.0891 0.29
H 7.11798 1.50373 -0.70158 -0.1436 -0.2928 -0.0986 0.52
H 7.40207 2.79433 -1.75355 -0.5127 0.2906 -0.4127 0.46
H 3.51790 3.59299 -1.23509 0.1270 -0.0016 0.1167 -0.51
H 3.88847 2.23352 -2.21560 0.3985 0.1869 -0.7366 -0.02
H 4.35683 4.37221 -3.72320 -0.1717 -0.3549 0.0306 0.16
H 5.93062 4.00625 -3.06741 -0.0023 0.1673 -0.0586 0.45
H 4.87933 5.27137 -2.36488 0.0967 -0.2522 0.3875 0.40
H 6.25140 4.68549 -0.54098 -0.1525 -0.2702 -0.5827 0.48
H 6.93919 3.62834 0.57199 -0.1828 -1.0279 -0.0828 0.52
H 5.54541 5.29067 1.66988 0.7949 -0.4355 0.1852 0.64
H 4.81023 3.64877 1.84753 -0.1938 0.1143 0.5495 -0.13
H 2.85948 4.63305 2.32192 -0.2491 0.3004 0.4159 -0.09
H 1.85938 5.52465 1.13595 0.1715 -0.8328 -0.7788 -0.04
H 2.95957 6.43533 1.93653 0.9630 -0.1020 0.3589 0.52
C -4.97554 -0.97193 7.90055 -0.5532 0.6404 -0.5010 -1.32
C -3.88230 -1.00783 6.84128 0.3808 -1.0298 0.4253 -0.40
N -4.03429 -2.06111 5.71761 0.2284 1.5097 0.5812 0.37
C -5.36300 -1.78901 4.99562 1.6478 -1.3568 -0.0591 -0.97
C -2.87418 -1.75436 4.73440 -0.3035 -0.5612 -0.9949 0.20
C -3.05435 -0.64144 3.64686 -0.9050 0.1384 0.4547 -0.63
C -3.96561 -3.50958 6.22817 -1.0922 0.1155 -0.9015 -0.68
C -2.71570 -3.96115 6.91445 0.1550 0.0919 1.0342 -0.81
O -1.64153 -3.92757 6.02777 -0.7190 -0.2192 -1.0965 -0.10
C -0.41622 -3.84822 6.63994 1.9480 0.1076 0.1519 -0.83
H -5.89904 -0.55696 7.49677 -0.0811 -0.0469 0.0016 0.37
H -4.66559 -0.28107 8.68460 0.1075 -0.0205 -0.0062 0.42
H -5.23763 -1.90382 8.40155 0.3792 -0.1769 -0.2375 0.32
H -2.94307 -1.20759 7.35709 0.1437 -0.3446 -0.2177 0.40
H -3.69542 -0.07606 6.30747 -0.5328 0.1271 0.1094 0.36
H -6.21322 -2.19473 5.54391 0.1284 0.5511 0.2390 0.39
H -5.21987 -2.41923 4.11786 -0.5396 0.3824 -0.4062 0.29
H -5.33390 -0.72612 4.75580 -0.6223 -0.3061 0.0565 0.41
H -2.70070 -2.70228 4.22503 -0.0238 0.0656 -0.0602 -0.21
H -2.00941 -1.63230 5.38662 -0.0396 0.3637 -0.2509 0.12
H -3.44985 0.29520 4.03979 0.6733 0.3242 0.4048 0.26
H -3.77858 -0.77964 2.84405 -0.2818 -1.1005 0.3143 0.16
H -2.16983 -0.47758 3.03135 0.5262 0.0238 0.6652 -0.08
H -4.13100 -4.12251 5.34212 0.1068 0.0417 -0.2045 0.38
H -4.87042 -3.65951 6.81719 0.2463 0.0755 0.3526 0.53
H -2.76775 -4.97095 7.32147 -0.8252 -0.2914 -0.1978 0.58
H -2.53029 -3.39096 7.82473 0.1699 0.5768 0.0065 0.48
H -0.09372 -2.80716 6.65698 0.0402 0.3678 0.5749 0.19
H 0.35911 -4.33442 6.04784 -0.2369 -0.2868 -0.2777 0.27
H -0.34956 -4.31529 7.62255 -0.2707 0.1550 0.1607 0.42
P -3.66889 -0.73668 -0.31613 -1.4882 -1.7350 0.4959 1.58
F -4.32836 -1.75850 0.82384 -0.1438 1.8330 -0.9822 -0.30
F -2.24296 -1.08167 0.31583 1.8788 -0.4963 1.4522 -0.83
F -3.41146 -2.06332 -1.24048 -0.7801 0.5011 -0.4765 -0.30
F -2.84490 0.15735 -1.36649 -0.4497 0.7412 -1.2769 -0.62
F -5.09409 -0.40535 -1.05171 1.6058 -0.2329 1.1999 -0.48
F -3.68462 0.56168 0.67856 -1.0941 -0.5882 -0.3274 -0.42
B 0.14104 -0.64433 -3.43360 -1.1688 1.2950 1.5577 -0.87
F 0.47768 -0.97826 -4.63889 1.2856 -1.0128 -3.3262 0.25
F -0.28449 -1.65511 -2.64533 -0.0354 -3.1529 1.5564 0.52
F 1.14561 -0.00276 -2.73478 1.8176 0.7980 0.4022 0.75
F -0.97172 0.18432 -3.37743 -1.1062 1.8801 -0.7678 0.07
C 0.45073 4.57183 -1.69586 0.3269 -0.5335 -0.1003 -1.38
C 0.10343 3.23413 -1.05295 -1.4262 -0.1214 -1.0092 1.13
O -1.07600 2.85996 -0.96491 -2.9998 0.8118 0.0021 -0.53
O 0.93989 2.38144 -0.78672 4.1348 -0.9811 0.5974 -0.16
H -0.08136 4.64445 -2.64438 -0.2411 -0.0232 0.0445 0.26
H 1.50941 4.52435 -1.95092 0.0757 0.5089 0.2704 -0.14
H 0.17683 5.44788 -1.10796 0.1983 -0.0978 0.0921 0.46
C 0.92642 -1.70418 2.98652 1.5744 -0.1441 -0.5341 -1.17
C 0.85333 -0.99433 1.62696 -2.8205 0.3189 -1.1123 0.84
O 0.46261 0.20362 1.63975 0.2671 0.5827 0.8609 0.27
O 0.99768 -1.56153 0.50302 0.8180 -0.9518 0.8138 -0.90
H 1.97171 -1.45206 3.16511 0.4531 -0.3357 0.7539 0.38
H 0.87890 -2.79314 2.98985 -0.1027 0.0898 -0.3924 0.23
H 0.37629 -1.32000 3.84552 -0.3722 0.3864 -0.5683 0.06
```
Forces are in eV/Å.

Summary:
E_LUMO: -11.23 eV
orbital gap: 8.94 eV
max |F|: 4.29 eV Å⁻¹
total charge: +7